No. 1
2 unconnected molecules or ions with the total composition C2H6OS. Source: the OMol25 dataset; level of theory: ωB97M-V/def2-TZVPD.

For the highest occupied orbital energy, the calculation gives -9.3 eV. The energy above the lowest of the compared OMol25 structures with the same formula, charge and spin comes out at 31.0 kcal/mol. As for the total energy: -15052.0875 eV. Its SMILES is C=C.OS. The spin multiplicity is 1.

Atoms and positions in Å:
H1 2.510 3.131 -2.522
H2 -1.132 0.424 2.234
C1 -1.144 -0.205 1.360
S1 1.519 2.277 -2.194
O1 2.485 0.921 -2.118
H3 2.263 0.331 -2.848
H4 -0.935 -2.127 0.550
H5 -0.717 -2.004 2.359
C2 -0.920 -1.500 1.428
H6 -1.345 0.289 0.425


No. 2
2 unconnected molecules or ions with the total composition C2H6OS at a distorted geometry. Source: the OMol25 dataset; level of theory: ωB97M-V/def2-TZVPD.

For the highest occupied orbital energy, the calculation gives -9.0 eV. The energy above the lowest of the compared OMol25 structures with the same formula, charge and spin comes out at 28.6 kcal/mol. As for the total energy: -15052.1900 eV. Its SMILES is C=O.CS. The spin multiplicity is 1.

Atoms and positions in Å:
H1 -2.104 0.672 -4.686
H2 0.634 1.015 1.163
O1 -2.701 0.432 -2.723
H3 1.878 1.566 2.202
H4 -3.822 0.653 -4.347
C1 -2.868 0.552 -3.871
H5 0.509 0.669 2.827
C2 1.238 0.800 1.961
H6 0.988 -1.660 2.087
S1 2.081 -0.905 2.125


No. 3
2 unconnected molecules or ions with the total composition C2H6OS2 at a distorted geometry. Source: the OMol25 dataset; level of theory: ωB97M-V/def2-TZVPD.

For the highest occupied orbital energy, the calculation gives -9.0 eV. The energy above the lowest of the compared OMol25 structures with the same formula, charge and spin comes out at 18.5 kcal/mol. As for the total energy: -25887.8938 eV. Its SMILES is C=CO.SS. The spin multiplicity is 1.

Atoms and positions in Å:
H1 -0.985 -0.840 1.205
S1 0.506 -0.951 -1.614
C1 -0.538 -0.256 2.001
H2 -1.166 1.014 -2.047
H3 1.297 -0.931 -2.696
H4 1.430 -0.209 1.286
H5 1.261 0.337 2.991
H6 -2.052 -0.301 3.339
O1 -1.319 0.219 3.006
C2 0.768 -0.102 2.140
S2 0.097 1.083 -1.599


No. 4
A molecular structure, C2H6OS2 at a distorted geometry. Source: the OMol25 dataset; level of theory: ωB97M-V/def2-TZVPD.

For the highest occupied orbital energy (alpha / beta), the calculation gives -8.7 / -9.1 eV. The energy above the lowest of the compared OMol25 structures with the same formula, charge and spin comes out at 61.2 kcal/mol. As for the total energy: -25886.0443 eV. The spin multiplicity is 1.

Atoms and positions in Å:
C1 -1.522 0.361 -0.695
H1 -2.055 1.002 -0.094
H2 -1.405 -0.891 0.990
O1 2.074 -0.131 -0.486
H3 -0.211 0.233 0.947
H4 -2.025 -0.291 -1.451
H5 3.580 0.167 1.232
S1 2.418 0.821 0.670
C2 -0.716 -0.473 0.293
S2 0.550 -1.698 -0.160
H6 -0.688 0.901 -1.247


No. 5
A molecular structure, C2H6OS2 at a distorted geometry. Source: the OMol25 dataset; level of theory: ωB97M-V/def2-TZVPD.

For the highest occupied orbital energy, the calculation gives -8.7 eV. The energy above the lowest of the compared OMol25 structures with the same formula, charge and spin comes out at 43.2 kcal/mol. As for the total energy: -25886.8241 eV. The spin multiplicity is 1.

Atoms and positions in Å:
H1 0.344 -0.004 -0.512
H2 1.090 -0.329 2.668
S1 1.252 -0.930 1.480
H3 0.284 1.181 0.792
H4 -1.620 -0.424 1.823
O1 -2.152 -0.284 -0.122
H5 0.894 2.033 -1.717
C1 0.117 0.128 0.538
S2 0.277 0.863 -1.964
C2 -1.339 -0.224 0.765
H6 -0.917 1.453 -2.143


No. 6
2 unconnected molecules or ions with the total composition C2H6OS2 at a distorted geometry. Source: the OMol25 dataset; level of theory: ωB97M-V/def2-TZVPD.

For the highest occupied orbital energy (alpha / beta), the calculation gives -8.7 / -8.7 eV. The energy above the lowest of the compared OMol25 structures with the same formula, charge and spin comes out at 76.3 kcal/mol. As for the total energy: -25885.3879 eV. The spin multiplicity is 1.

Atoms and positions in Å:
C1 -1.310 -0.424 0.439
H1 -1.663 -1.403 0.780
H2 4.032 1.021 -1.690
H3 -2.060 -0.210 -0.417
H4 0.502 -1.281 -0.553
O1 1.916 1.940 -0.802
C2 0.134 -0.473 0.010
S1 3.462 1.287 -0.473
S2 0.690 1.311 -1.659
H5 0.901 -0.259 0.881
H6 -1.345 0.300 1.279


No. 7
2 unconnected molecules or ions with the total composition C2H6OS2 at a distorted geometry. Source: the OMol25 dataset; level of theory: ωB97M-V/def2-TZVPD.

For the highest occupied orbital energy, the calculation gives -8.9 eV. The energy above the lowest of the compared OMol25 structures with the same formula, charge and spin comes out at 7.5 kcal/mol. As for the total energy: -25888.3706 eV. Its SMILES is CC=O.SS. The spin multiplicity is 1.

Atoms and positions in Å:
S1 3.311 1.206 0.507
H1 2.435 2.061 -0.039
C1 -2.009 -0.981 -1.016
H2 -1.239 1.041 -0.547
S2 2.001 0.523 1.975
H3 2.533 -0.704 2.070
H4 -0.983 -0.241 0.710
H5 -0.107 -0.207 -0.781
C2 -1.101 -0.018 -0.341
O1 -2.616 -1.857 -0.452
H6 -2.225 -0.822 -2.085


No. 8
2 unconnected molecules or ions with the total composition C2H6OS2 at a distorted geometry. Source: the OMol25 dataset; level of theory: ωB97M-V/def2-TZVPD.

For the highest occupied orbital energy, the calculation gives -8.6 eV. The energy above the lowest of the compared OMol25 structures with the same formula, charge and spin comes out at 20.3 kcal/mol. As for the total energy: -25887.8144 eV. Its SMILES is C=CO.SS. The spin multiplicity is 1.

Atoms and positions in Å:
H1 -2.205 -1.972 1.202
S1 1.129 -0.208 -1.604
O1 0.316 0.106 2.046
H2 0.496 0.048 2.981
H3 -2.291 -0.228 1.742
H4 0.244 -1.078 -2.097
H5 0.180 1.235 0.269
C1 -0.378 -1.071 1.711
C2 -1.669 -1.075 1.479
H6 0.263 -1.932 1.865
S2 -0.320 1.209 -0.978


No. 9
2 unconnected molecules or ions with the total composition C2H6OSi at a distorted geometry. Source: the OMol25 dataset; level of theory: ωB97M-V/def2-TZVPD.

For the highest occupied orbital energy, the calculation gives -8.6 eV. The energy above the lowest of the compared OMol25 structures with the same formula, charge and spin comes out at 96.3 kcal/mol. As for the total energy: -12092.6762 eV. Its SMILES is C=[SiH2].C=O. The spin multiplicity is 1.

Atoms and positions in Å:
C1 0.196 1.611 -1.229
H1 0.642 -2.029 -0.586
H2 1.553 -1.407 0.910
H3 -0.864 0.276 2.385
H4 -0.490 0.877 -0.772
Si1 -0.692 -0.640 1.080
H5 -2.090 -1.033 0.686
C2 0.632 -1.495 0.370
O1 0.908 2.284 -0.552
H6 0.205 1.557 -2.294


No. 10
A molecular structure, C2H6P2S at a distorted geometry. Source: the OMol25 dataset; level of theory: ωB97M-V/def2-TZVPD.

For the highest occupied orbital energy, the calculation gives -8.5 eV. The energy above the lowest of the compared OMol25 structures with the same formula, charge and spin comes out at 39.9 kcal/mol. As for the total energy: -31581.2796 eV. The spin multiplicity is 1.

Atoms and positions in Å:
P1 0.253 -0.777 -1.362
H1 -2.092 3.234 -0.042
C1 -1.788 2.160 0.242
C2 0.611 -2.588 -1.393
H2 -0.215 -3.275 -1.618
H3 0.989 -2.922 -0.439
P2 1.137 -0.107 0.249
S1 -0.057 2.359 -0.432
H4 -2.310 1.504 -0.410
H5 1.200 -2.988 -2.172
H6 -1.570 1.900 1.338


- Which value of energy above the lowest of the compared OMol25 structures with the same formula, charge and spin does entry 9 give?
  96.3 kcal/mol